Record 1
Molecular formula: C2H3O2
Method: DFT, ωB97M-V/def2-TZVPD

Element x y z (Å)
C -0.16089 -0.44687 0.16504
C 3.26788 0.00442 0.28078
O 4.37174 -0.14147 0.09359
O -0.87685 0.32826 -0.43331
H -0.38196 -1.44514 0.27671
H 0.85254 -0.15433 0.65285
H -1.69879 0.09024 -0.98886

The LUMO energy is -7.0 eV. Its total energy is -228.12023 Ha. For the energy above the lowest of the compared OMol25 structures with the same formula, charge and spin, the calculation gives 10.0 kcal per mole. The value obtained for the HOMO energy is -17.323 eV. Its total charge is +1. Its HOMO-LUMO gap is 10.35 eV.

natural (NBO) population analysis, charges in e, atoms 1 to 2: 0.44 0.45



Record 2
Molecular formula: C23H44BiCl3N4O3SSi
Method: DFT, ωB97M-V/def2-TZVPD

Element x y z (Å)
C -3.89092 -1.30647 -2.19811
C -3.43408 0.11566 -2.26567
H -4.94902 -1.40303 -2.45583
H -3.72210 -1.72022 -1.19614
H -3.30851 -1.91620 -2.89850
C -4.26018 1.15334 -2.45972
C -5.74219 1.03933 -2.52255
H -3.87382 2.16118 -2.62294
H -6.14046 0.43499 -1.69533
H -6.07430 0.57863 -3.46004
H -6.19200 2.03622 -2.46545
Bi 0.65523 -0.31324 0.78814
Cl 1.49108 -1.28711 -1.54781
Cl 0.77387 -1.43861 3.13222
H 6.08479 -1.66604 3.06545
H 6.14715 -3.57436 1.46011
C 4.99144 -1.67427 3.07864
C 5.05362 -3.62754 1.55000
N 4.51244 -2.30378 1.85269
H 4.59792 -0.66192 3.14895
C 3.60238 -1.73522 1.06647
O 3.12458 -0.58304 1.26159
H 4.62400 -3.97623 0.60402
H 3.28892 -2.35222 0.20521
H 4.67941 -2.26098 3.95001
H 4.81379 -4.34270 2.34900
H -3.48939 0.04853 1.11594
H -4.49278 2.75188 0.17863
C -3.44711 0.75541 1.95312
C -3.98616 3.03521 1.11631
N -2.97487 2.04908 1.48237
H -2.74709 0.37202 2.70092
C -1.65539 2.33136 1.53479
O -0.81330 1.53891 2.00458
H -3.51857 4.01962 0.98241
H -1.37593 3.32705 1.13536
H -4.44092 0.88949 2.37981
H -4.75036 3.09213 1.90729
O -1.82514 0.11193 -0.62971
C -1.94704 0.30746 -1.95593
C -1.82623 2.78887 -1.61281
C -1.38635 1.68228 -2.33350
H -2.52192 2.59746 -0.78775
C -1.36817 4.06607 -1.93686
H -1.39999 -0.45760 -2.54366
C -0.41706 1.82082 -3.32180
H -1.71260 4.91704 -1.34235
C -0.47147 4.21879 -2.99565
C 0.01270 3.09904 -3.67708
H -0.00306 0.92034 -3.77760
H -0.13004 5.21817 -3.26083
H 0.73978 3.21572 -4.48055
Si -0.98044 -4.13854 1.27361
Cl -1.50307 -2.17992 0.50966
C -1.36725 -4.06925 3.09948
C 0.81185 -4.31931 0.78426
C -2.03308 -5.45319 0.45906
H -1.20966 -3.05514 3.49228
H -0.70263 -4.74899 3.64920
H -2.40770 -4.37309 3.28625
H -3.07279 -5.41961 0.80482
H -1.62030 -6.43174 0.74841
H -2.02152 -5.39775 -0.63504
H 1.27253 -3.34983 0.53906
H 0.89144 -4.96108 -0.10608
H 1.38399 -4.78675 1.59990
C 4.61075 3.47778 0.98929
N 3.44731 3.51717 0.09399
C 2.87102 2.40238 -0.42109
S 1.15799 2.28139 -0.50289
N 3.64049 1.41271 -0.88414
C 5.05367 1.53826 -1.20620
H 4.66748 2.54255 1.56398
H 4.52292 4.30774 1.69562
H 5.53420 3.61558 0.41571
H 2.75980 4.23543 0.32133
H 3.13642 0.59090 -1.23621
H 5.67835 1.28484 -0.33852
H 5.28143 0.82976 -2.00933
H 5.29222 2.55447 -1.54625

The LUMO energy is 0.1 eV. Its total energy is -3630.50374 Ha. For the energy above the lowest of the compared OMol25 structures with the same formula, charge and spin, the calculation gives 24.6 kcal per mole. The value obtained for the HOMO energy is -6.917 eV. Its HOMO-LUMO gap is 7.01 eV.

Mulliken population analysis, charges in e, atoms 1 to 2: -1.57 0.35



Record 3
Molecular formula: C5H8O2P
Method: DFT, ωB97M-V/def2-TZVPD

Element x y z (Å)
C -0.25838 3.16448 -1.59628
C -0.15898 2.15823 -0.67099
C 0.00411 -0.13919 0.27527
C 0.24463 0.88701 -0.85552
C 0.97254 -1.15298 0.93183
O 1.15929 -3.87196 1.68056
O -0.99224 -2.90713 1.64878
P 0.46257 -2.87809 0.83052
H -1.10484 3.89499 -1.69425
H 0.24065 3.14760 -2.57023
H -0.68875 2.42166 0.23646
H -0.45299 0.51591 0.95676
H -0.82957 -0.86812 0.04490
H 0.48825 0.59663 -1.79230
H 1.97299 -1.12999 0.71554
H -1.05929 -3.83906 1.85894

The LUMO energy (alpha / beta) is 3.6 / 2.7 eV. Its total energy is -687.06352 Ha. For the energy above the lowest of the compared OMol25 structures with the same formula, charge and spin, the calculation gives 96.0 kcal per mole. The value obtained for the HOMO energy (alpha / beta) is -3.034 / -2.242 eV. Its total charge is -1. Its HOMO-LUMO gap (alpha / beta) is 6.59 / 4.92 eV.

natural (NBO) population analysis, charges in e, atoms 1 to 2: -0.38 -0.30



Record 4
Molecular formula: C4H10S
Method: DFT, ωB97M-V/def2-TZVPD

Element x y z (Å)
C -0.40886 0.94363 -1.53563
C 0.64656 0.52286 -0.51855
C 0.23183 -0.79817 0.08776
C -0.91486 -0.32858 1.33484
H -0.46154 0.13661 -2.23930
H 0.01295 1.74951 -2.07723
H -1.39917 1.00330 -1.18900
H 1.66928 0.28357 -0.88202
H 0.88523 1.38423 0.12045
H -0.07984 -1.48013 -0.67890
H -1.76570 -1.06716 1.42492
H -1.39070 0.56686 0.97871
H -0.51565 -0.26153 2.31834
H 1.74522 -1.02790 2.00182
S 1.74526 -1.62709 0.85378

The LUMO energy is 1.1 eV. Its SMILES is CC[C@H](C)S. Its total energy is -556.53727 Ha. For the energy above the lowest of the compared OMol25 structures with the same formula, charge and spin, the calculation gives 28.1 kcal per mole. The value obtained for the HOMO energy is -8.957 eV. Its HOMO-LUMO gap is 10.02 eV.

natural (NBO) population analysis, charges in e, atoms 1 to 2: -0.62 -0.44



Record 5
Molecular formula: C52H58N9O9S3Si2Ti
Method: DFT, ωB97M-V/def2-TZVPD

Element x y z (Å)
Ti -0.36720 -0.64348 -0.49956
S 1.13774 0.10179 1.29487
C 0.51819 1.09922 2.65897
N 1.45224 1.23542 3.56493
N 1.04196 2.08115 4.62977
C 1.46519 3.39712 4.52146
C 2.53797 3.76123 3.69662
C 2.95207 5.08178 3.63432
C 2.31890 6.07148 4.37723
C 1.24780 5.71298 5.18816
C 0.82292 4.39854 5.26170
N -0.68884 1.69882 2.83795
N -1.67307 1.44104 2.00534
C -2.78471 2.22812 2.28112
C -2.88577 3.09090 3.38932
C -4.05110 3.80252 3.61730
C -5.14033 3.68821 2.75946
C -5.03846 2.85395 1.64902
C -3.88125 2.13655 1.40545
H 0.03852 2.02887 4.77928
H 3.02117 2.99747 3.10325
H 3.77338 5.33706 2.97483
H 2.63990 7.10343 4.31094
H 0.72411 6.47080 5.76080
H -0.02517 4.13224 5.88392
H -2.03433 3.18617 4.04945
H -4.10971 4.46085 4.47806
H -6.04767 4.25099 2.94424
H -5.86777 2.76562 0.95711
H -3.80431 1.50164 0.53284
C 0.74268 -1.10939 -5.04332
Si 0.33521 0.14831 -3.67725
C -1.48336 0.48162 -3.92127
C 1.29459 1.75019 -3.95593
N 0.76800 -0.57040 -2.12701
C 1.97339 -1.25618 -2.04976
C 3.06443 -1.03649 -2.89140
C 4.25343 -1.73845 -2.73430
C 4.36067 -2.65935 -1.70641
C 3.28911 -2.87675 -0.84695
C 2.06877 -2.19644 -0.99426
N 0.92284 -2.31326 -0.20721
Si 1.05112 -3.57599 1.00116
C 2.49782 -3.25624 2.17631
C 1.25594 -5.23176 0.08135
C -0.39822 -4.01632 2.12708
H 1.06664 -0.58893 -5.94963
H -0.16443 -1.66739 -5.29170
H 1.52034 -1.82533 -4.77902
H -1.67406 0.44035 -4.99911
H -1.76707 1.45829 -3.53765
H -2.11994 -0.25468 -3.43953
H 0.60008 2.59184 -3.98184
H 1.86202 1.73261 -4.89122
H 1.99831 1.92973 -3.13714
H 2.99093 -0.28380 -3.66714
H 5.08962 -1.54600 -3.39676
H 5.28550 -3.20099 -1.54580
H 3.43617 -3.57003 -0.03298
H 3.10950 -2.41944 1.83980
H 3.13750 -4.13834 2.28050
H 2.12214 -2.99647 3.16880
H 1.87541 -5.17957 -0.81232
H 0.26587 -5.59149 -0.21358
H 1.68992 -5.98632 0.74542
H -1.08416 -3.22369 2.39563
H 0.05099 -4.39248 3.05171
H -0.98503 -4.82834 1.69312
O -4.88014 -3.79890 -3.83649
C -3.69816 -4.32029 -4.10783
O -3.55736 -5.22991 -4.89989
C -2.54084 -3.74968 -3.37763
C -1.24329 -4.22109 -3.45428
N -0.50684 -3.47541 -2.61470
N -1.23675 -2.54541 -2.00441
C -2.46488 -2.68360 -2.45227
C -3.45638 -1.69924 -1.90164
O -4.66470 -1.87412 -2.17579
O -2.94183 -0.79328 -1.20967
H -4.82248 -3.03015 -3.15989
H -0.82734 -5.02285 -4.03913
H 0.47924 -3.52388 -2.39233
O -1.46947 -1.48817 0.94241
S -2.84273 -1.04800 1.45890
C -2.57478 -0.88985 3.22062
C -3.56788 -0.26914 3.96663
C -3.35520 -0.04422 5.31796
C -2.14866 -0.40883 5.90192
C -1.14757 -0.98360 5.13173
C -1.35427 -1.22543 3.78195
C -3.77345 -2.59165 1.39095
C -3.34322 -3.58914 0.53358
C -4.12622 -4.72037 0.35292
C -5.32857 -4.85164 1.02853
C -5.75325 -3.84543 1.88628
C -4.98282 -2.70736 2.06304
H -4.46891 0.09636 3.48830
H -4.11733 0.45642 5.90173
H -1.97362 -0.20542 6.95120
H -0.18109 -1.20691 5.56431
H -0.55240 -1.59725 3.15753
H -2.40342 -3.47553 0.01440
H -3.79429 -5.49148 -0.33093
H -5.94197 -5.73121 0.87929
H -6.69550 -3.93835 2.41161
H -5.33014 -1.92062 2.71820
C 5.09204 1.74115 -6.18106
C 4.89407 2.07059 -4.72640
C 4.54470 3.35652 -4.32803
C 4.30460 3.64990 -2.99398
C 4.41255 2.64351 -2.04758
C 4.77932 1.35821 -2.41881
C 5.01981 1.08203 -3.75415
S 3.98058 2.95603 -0.35755
O 4.21312 4.36059 -0.13416
O 4.63714 1.96371 0.44261
N 2.39546 2.63827 -0.34293
C 1.42160 3.72325 -0.50679
C 0.04710 3.25679 -0.06193
C -0.65405 2.43220 -1.12063
O -1.14063 3.00275 -2.07845
O -0.77009 1.13755 -0.93579
H 5.37567 2.62525 -6.75279
H 4.17077 1.34681 -6.61611
H 5.86614 0.98441 -6.31279
H 4.44810 4.13808 -5.07329
H 4.02985 4.64852 -2.68196
H 4.84948 0.58340 -1.66682
H 5.29047 0.07392 -4.04776
H 2.14008 1.88528 0.30582
H 1.38777 4.03384 -1.55559
H 1.72215 4.58080 0.09674
H -0.57639 4.14312 0.07149
H 0.11201 2.75304 0.89300

The LUMO energy (alpha / beta) is 3.9 / 3.9 eV. Its expectation value of S² is 0.77. Its total energy is -5809.64585 Ha. For the energy above the lowest of the compared OMol25 structures with the same formula, charge and spin, the calculation gives 32.9 kcal per mole. The value obtained for the HOMO energy (alpha / beta) is -1.686 / -2.595 eV. As for the multiplicity: 2. Its total charge is -2. Its HOMO-LUMO gap (alpha / beta) is 5.55 / 6.46 eV.

Mulliken population analysis, charges in e, atoms 1 to 2: 0.88 -0.74



Record 6
Molecular formula: C2H5N3S
Method: DFT, ωB97M-V/def2-TZVPD

Element x y z (Å)
C -0.48493 1.28835 -0.94590
C -0.50266 -1.19173 -0.80059
N 0.32686 1.29637 0.02802
N 0.93384 0.14149 0.35440
N 0.94134 0.03196 1.68795
S -1.42198 -0.07661 -1.68675
H -0.80624 2.21853 -1.39091
H 0.34959 -1.60309 -1.32961
H -0.98386 -1.90462 -0.17815
H 1.60429 -0.60508 2.12828
H 0.04374 0.40443 2.13326

The LUMO energy (alpha / beta) is 0.3 / 0.3 eV. Its total energy is -641.50171 Ha. For the energy above the lowest of the compared OMol25 structures with the same formula, charge and spin, the calculation gives 114.4 kcal per mole. The value obtained for the HOMO energy (alpha / beta) is -7.727 / -7.731 eV. Its HOMO-LUMO gap (alpha / beta) is 8.00 / 8.01 eV.

natural (NBO) population analysis, charges in e, atoms 1 to 2: -0.06 -0.65



Record 7
Molecular formula: H4N2O2S
Method: DFT, ωB97M-V/def2-TZVPD

Element x y z (Å)
N 0.32131 1.03650 -1.72155
N 1.57541 1.01020 -1.59169
O -1.21072 -0.23506 2.40916
O -0.21747 -1.29457 0.25865
S -1.43503 -1.34189 1.23909
H 0.12229 1.59995 -2.54934
H 1.77243 0.37247 -0.93331
H -0.80207 -0.72129 3.15172
H -0.12615 -0.42631 -0.26274

The LUMO energy is 0.0 eV. Its SMILES is [H]/N=N/[H].OSO. Its total energy is -660.46988 Ha. For the energy above the lowest of the compared OMol25 structures with the same formula, charge and spin, the calculation gives 65.6 kcal per mole. The value obtained for the HOMO energy is -8.258 eV. Its HOMO-LUMO gap is 8.26 eV.

natural (NBO) population analysis, charges in e, atoms 1 to 2: -0.34 -0.27